Entry 1:
A structure of composition C44H51BrOPSeSn at a distorted geometry, computed with the ωB97M-V functional and the def2-TZVPD basis.

The geometry in ORCA input format:
```
! RIJCOSX wB97M-V def2-TZVPD def2/J DEFGRID3
* xyz 1 1
Sn 1.619 0.438 -2.655
C -0.731 5.120 2.218
C -1.494 5.291 0.928
C -2.507 6.248 0.906
C -3.247 6.517 -0.232
C -2.984 5.822 -1.402
C -2.000 4.850 -1.394
C -1.250 4.567 -0.249
P -0.053 3.207 -0.534
C 0.213 2.480 1.132
C -0.964 1.840 1.542
C -1.051 1.181 2.756
C 0.060 1.145 3.583
C 1.239 1.743 3.169
C 1.350 2.400 1.944
C 2.699 2.973 1.585
C 1.440 4.164 -1.065
C 1.839 5.354 -0.470
C 2.999 6.003 -0.868
C 3.787 5.478 -1.881
C 3.370 4.338 -2.544
C 2.165 3.719 -2.197
C 1.586 2.772 -3.148
H -0.770 6.045 2.792
H 0.314 4.862 2.059
H -1.163 4.328 2.834
H -2.711 6.803 1.814
H -4.023 7.270 -0.206
H -3.547 6.022 -2.302
H -1.810 4.283 -2.299
H -1.831 1.862 0.890
H -1.975 0.699 3.047
H 0.015 0.640 4.539
H 2.111 1.694 3.810
H 3.482 2.436 2.120
H 2.775 4.026 1.863
H 2.913 2.902 0.520
H 1.248 5.768 0.337
H 3.302 6.914 -0.369
H 4.707 5.969 -2.167
H 3.942 3.951 -3.378
H 2.085 2.621 -4.097
H 0.502 2.717 -3.177
C 0.778 -4.378 2.798
C -0.394 -3.391 2.870
C -1.692 -4.194 2.936
C -0.267 -2.540 4.140
C -0.352 -2.476 1.648
C 0.774 -1.700 1.402
C 0.795 -0.931 0.266
Br 2.369 0.109 -0.035
C -0.216 -0.860 -0.696
O -0.049 -0.192 -1.857
C -1.403 -1.537 -0.385
C -1.406 -2.344 0.755
C -2.717 -1.483 -1.191
C -2.712 -0.543 -2.401
C -3.827 -0.989 -0.250
C -3.062 -2.893 -1.690
H 0.786 -5.018 3.682
H 1.739 -3.864 2.746
H 0.687 -5.010 1.912
H -1.666 -4.849 3.807
H -1.815 -4.824 2.053
H -2.568 -3.551 3.032
H -0.380 -3.163 5.028
H -1.036 -1.765 4.164
H 0.708 -2.051 4.197
H 1.611 -1.677 2.086
H -2.306 -2.906 0.953
H -2.492 0.485 -2.112
H -3.703 -0.568 -2.855
H -1.989 -0.842 -3.154
H -3.595 0.008 0.128
H -3.970 -1.650 0.604
H -4.773 -0.937 -0.792
H -2.251 -3.298 -2.294
H -3.965 -2.859 -2.301
H -3.245 -3.584 -0.866
C 0.396 -6.523 -0.478
C 0.909 -5.274 -1.137
C 2.085 -4.674 -0.722
C 2.611 -3.548 -1.352
C 3.896 -2.981 -0.808
C 1.915 -3.031 -2.449
Se 2.680 -1.654 -3.541
C 0.708 -3.606 -2.887
C -0.069 -3.065 -4.057
C 0.230 -4.719 -2.217
H 0.898 -6.712 0.470
H 0.568 -7.387 -1.122
H -0.678 -6.462 -0.299
H 2.633 -5.103 0.110
H 4.525 -3.783 -0.425
H 3.689 -2.306 0.022
H 4.457 -2.424 -1.554
H -0.428 -2.057 -3.849
H -0.928 -3.698 -4.267
H 0.546 -3.011 -4.955
H -0.686 -5.185 -2.561
*
```

For the total energy, the calculation gives -199007.606 eV. The value obtained for the molar mass is 904.440 g/mol. For the HOMO-LUMO gap, the calculation gives 6.374 eV.


Entry 2:
A structure of composition C44H51IIrN6O3S6Se at a distorted geometry, computed with the ωB97M-V functional and the def2-TZVPD basis.

The geometry in ORCA input format:
```
! RIJCOSX wB97M-V def2-TZVPD def2/J DEFGRID3
* xyz 1 1
Ir 0.849 0.358 1.154
C -1.946 2.567 4.062
C -0.807 1.920 4.776
N -0.866 1.758 6.059
C 0.066 1.098 6.741
C 1.120 0.471 6.111
C 2.129 -0.328 6.907
O 2.355 -1.630 6.400
C 1.241 0.609 4.710
C 2.298 -0.068 4.039
N 2.393 -0.251 2.767
C 3.529 -0.896 2.282
C 4.029 -2.071 2.846
C 5.182 -2.650 2.353
C 5.863 -2.066 1.296
C 5.372 -0.912 0.706
C 4.212 -0.355 1.198
I 3.446 1.436 0.338
C 0.320 1.445 3.997
O 0.441 1.774 2.779
H -2.753 2.775 4.758
H -2.306 1.895 3.282
H -1.618 3.490 3.586
H -0.076 1.048 7.811
H 1.803 -0.364 7.949
H 3.091 0.199 6.867
H 1.842 -2.261 6.916
H 3.091 -0.459 4.671
H 3.495 -2.525 3.667
H 5.554 -3.561 2.796
H 6.774 -2.504 0.921
H 5.883 -0.460 -0.131
C -1.518 -4.494 1.570
S 0.141 -3.885 2.035
C -0.296 -3.000 3.485
C -0.921 -1.796 3.502
S -1.279 -0.783 2.174
S -1.491 -1.268 5.083
C -0.754 -2.544 6.002
S -0.725 -2.536 7.641
S 0.011 -3.765 5.030
H -1.368 -5.179 0.743
H -2.147 -3.659 1.275
H -1.940 -5.021 2.418
C 0.172 -6.442 -2.847
C 1.285 -5.400 -2.909
C 1.390 -4.563 -1.636
N 0.251 -3.682 -1.509
C 0.257 -2.497 -0.919
S 1.646 -1.838 -0.240
N -0.899 -1.777 -0.839
C -2.031 -1.649 -1.633
O -2.825 -0.786 -1.352
C -2.165 -2.574 -2.785
C -1.265 -2.514 -3.845
C -1.427 -3.353 -4.932
C -2.474 -4.260 -4.957
C -3.376 -4.315 -3.907
C -3.235 -3.460 -2.828
H 0.197 -7.063 -3.738
H -0.814 -5.983 -2.800
H 0.303 -7.086 -1.981
H 1.127 -4.740 -3.765
H 2.237 -5.910 -3.049
H 2.294 -3.949 -1.641
H 1.438 -5.219 -0.758
H -0.631 -4.016 -1.879
H -0.920 -1.121 -0.049
H -0.457 -1.802 -3.813
H -0.740 -3.302 -5.764
H -2.594 -4.923 -5.799
H -4.197 -5.014 -3.934
H -3.941 -3.471 -2.014
C 0.914 0.580 -4.547
C 0.301 1.972 -4.638
C 1.280 3.073 -4.235
C 1.639 3.072 -2.745
N 0.610 3.684 -1.941
C -0.226 3.068 -1.081
Se -0.441 1.241 -0.909
N -1.038 3.977 -0.509
C -2.021 3.681 0.504
C -3.315 3.061 -0.028
C -4.046 3.887 -1.089
C -3.562 3.602 -2.508
C -0.732 5.218 -1.023
C -1.281 6.476 -0.820
C -0.750 7.521 -1.550
C 0.309 7.334 -2.439
C 0.871 6.090 -2.643
C 0.325 5.030 -1.931
H 0.279 -0.131 -5.068
H 1.014 0.259 -3.511
H 1.898 0.563 -5.009
H -0.599 2.017 -4.019
H -0.001 2.158 -5.670
H 0.848 4.041 -4.494
H 2.203 2.954 -4.807
H 2.569 3.623 -2.579
H 1.787 2.048 -2.395
H -2.239 4.613 1.025
H -1.563 2.984 1.213
H -3.973 2.934 0.833
H -3.109 2.068 -0.434
H -3.958 4.955 -0.875
H -5.106 3.632 -1.037
H -2.552 3.972 -2.680
H -4.213 4.091 -3.231
H -3.578 2.529 -2.698
H -2.097 6.636 -0.136
H -1.160 8.511 -1.431
H 0.695 8.179 -2.986
H 1.693 5.948 -3.325
*
```

For the total energy, the calculation gives -202833.212 eV. The value obtained for the molar mass is 1302.414 g/mol. For the HOMO-LUMO gap (spin up / spin down), the calculation gives 5.941 / 5.942 eV.


The calculation returns the following ΔE to the lowest compared entry with this formula, charge and spin values, one per record and in order: 35.3, 54.3 kcal/mol.